# 1
{"formula": "C2H2N4O", "method": "the ωB97M-V functional and the def2-TZVPD basis", "de_lowest_kj_mol": 160.8, "total_charge": 0, "e_homo_ev": -9.6, "symbols": ["C", "C", "H", "H", "N", "N", "N", "N", "O"], "xyz": [[0.858405, 0.042494, 0.088214], [-1.015827, 1.126155, -0.135108], [2.409136, -0.809383, -0.042090], [-1.524607, 2.017710, -0.298357], [0.374450, 1.221397, 0.302293], [-1.731244, -0.006935, -0.113982], [-1.122543, -1.161758, 0.034275], [0.047717, -1.204206, 0.105152], [2.135168, -0.019963, -0.209045]], "forces_ev_per_a": [[-2.095, -0.384, -0.208], [2.158, -3.389, 3.163], [3.184, -8.203, 1.323], [-0.741, 1.437, -0.245], [-3.273, -0.245, -2.218], [-0.658, 3.901, -1.829], [-5.579, -0.468, 0.815], [9.613, 0.626, -0.088], [-2.608, 6.727, -0.714]]}

=====

# 2
{"formula": "H18O9", "method": "the ωB97M-V functional and the def2-TZVPD basis", "de_lowest_kj_mol": 294.7, "total_charge": 0, "e_homo_ev": -10.8, "symbols": ["H", "H", "H", "H", "H", "H", "H", "H", "H", "H", "H", "H", "H", "H", "H", "H", "H", "H", "O", "O", "O", "O", "O", "O", "O", "O", "O"], "xyz": [[-0.489439, 0.046737, -0.161608], [-0.961760, -1.114612, 0.697591], [-1.966223, 2.905284, 2.258988], [-3.460287, 3.054838, 2.494454], [-3.879178, 2.389453, -1.099544], [-4.382978, 2.541062, -2.525462], [1.596155, -1.773597, -3.581617], [2.106367, -3.191682, -3.778495], [3.445140, -1.843921, -0.895975], [4.438935, -2.148222, 0.212995], [-2.278182, 0.119347, -3.938894], [-2.784353, -0.816702, -2.853702], [2.161370, 3.258087, 1.067683], [2.440705, 4.129749, 2.281033], [0.128551, -3.310677, 2.309181], [-1.125132, -4.105773, 1.983389], [1.939896, -0.130112, 2.157922], [2.441319, 1.137057, 2.830900], [-0.385168, -0.904400, -0.045605], [-2.760753, 2.393417, 2.447942], [-3.890193, 1.942142, -1.953232], [1.731988, -2.445096, -4.259577], [4.006832, -1.415527, -0.240254], [-1.993652, -0.349682, -3.146403], [2.419793, 3.209576, 1.994965], [-0.555998, -3.851744, 2.718606], [2.056247, 0.274999, 3.024719]], "forces_ev_per_a": [[-0.054, -0.107, -0.118], [0.017, 0.047, -0.021], [0.010, -0.108, 0.088], [0.019, -0.101, 0.062], [0.035, -0.121, -0.009], [0.028, -0.069, 0.025], [-0.143, 0.010, -0.100], [-0.061, 0.026, -0.121], [0.020, 0.098, 0.064], [0.000, 0.114, 0.022], [0.043, 0.000, 0.134], [0.105, 0.108, 0.073], [0.068, -0.095, 0.048], [0.055, -0.122, 0.087], [0.014, -0.019, 0.101], [0.029, -0.033, 0.094], [0.048, -0.019, 0.043], [-0.049, 0.121, 0.006], [0.042, 0.008, 0.206], [-0.025, 0.209, -0.169], [-0.127, 0.212, 0.001], [0.152, -0.039, 0.208], [-0.056, -0.180, -0.046], [-0.030, -0.103, -0.190], [-0.088, 0.173, -0.139], [-0.030, 0.069, -0.227], [-0.024, -0.080, -0.122]]}

=====

# 3
{"formula": "C7H7ClN2", "method": "the ωB97M-V functional and the def2-TZVPD basis", "de_lowest_kj_mol": 428.9, "total_charge": 0, "e_homo_ev": -9.2, "symbols": ["C", "C", "C", "C", "C", "C", "C", "N", "N", "Cl", "H", "H", "H", "H", "H", "H", "H"], "xyz": [[-0.460222, -3.231435, 0.116279], [0.135990, -1.806336, 1.838379], [1.275681, 0.278820, 1.666309], [0.305756, 0.480231, 0.563337], [-1.022787, -0.057153, -1.356337], [0.056764, -0.352379, -0.408501], [-0.822737, -2.361756, 1.127407], [-0.109222, -3.919875, -0.723282], [1.008805, -1.118007, 2.277939], [-2.400249, -2.237251, 1.851906], [1.148522, 0.957781, 2.442202], [2.438982, 0.183621, 1.457454], [-0.463194, 1.195392, 0.740304], [-1.417960, 1.071433, -1.308760], [-2.029641, -0.519614, -0.960468], [-0.670792, -0.386205, -2.361854], [0.647934, -1.132068, -0.834552]], "forces_ev_per_a": [[-0.522, -0.341, -0.184], [0.861, 0.750, -0.021], [2.311, -2.648, -1.346], [1.078, 0.436, 1.342], [-3.584, 1.563, 0.216], [0.103, 0.911, -1.946], [-0.547, -0.109, 1.977], [0.376, -0.772, -1.047], [0.088, 0.327, 0.481], [-0.316, -0.171, -0.490], [-0.138, 1.191, 1.402], [-2.499, 0.471, -0.027], [-0.304, 0.835, 0.159], [1.453, -2.172, -0.477], [1.841, -0.013, -1.320], [-1.107, 0.389, 0.560], [0.905, -0.647, 0.722]]}

=====

# 4
{"formula": "CHO5S2", "method": "the ωB97M-V functional and the def2-TZVPD basis", "de_lowest_kj_mol": 48.7, "total_charge": -1, "e_homo_ev": -5.1, "symbols": ["C", "O", "O", "O", "O", "O", "S", "S", "H"], "xyz": [[-0.739832, -0.169270, 0.250663], [-1.108199, 2.265678, -0.279500], [0.882682, 1.790159, 1.180631], [-1.452056, 1.616118, 2.053851], [-2.319030, 0.621346, -1.762465], [0.122683, 1.041862, -2.166572], [-0.490840, 1.384045, 1.009384], [-1.013077, 0.813049, -1.223315], [0.339148, -0.658461, 0.341139]], "forces_ev_per_a": [[2.504, 0.692, -0.524], [0.618, -2.548, -0.222], [-0.267, -0.129, 0.385], [0.597, 0.227, 0.556], [-0.282, -0.091, -0.491], [-2.307, -0.809, 1.712], [-0.965, 0.885, 0.836], [2.360, 0.880, -1.398], [-2.259, 0.892, -0.854]]}

=====

# 5
{"formula": "C17H50N2O19S4", "method": "the ωB97M-V functional and the def2-TZVPD basis", "multiplicity": 2, "total_charge": -1, "e_homo_ev": [-0.8, -4.6], "symbols": ["C", "O", "H", "H", "H", "H", "C", "O", "H", "H", "H", "H", "C", "O", "H", "H", "H", "H", "O", "S", "O", "O", "C", "C", "C", "H", "H", "H", "H", "H", "H", "H", "H", "O", "S", "O", "O", "C", "C", "C", "H", "H", "H", "H", "H", "H", "H", "H", "O", "S", "O", "O", "C", "C", "C", "H", "H", "H", "H", "H", "H", "H", "H", "O", "S", "O", "O", "C", "C", "C", "H", "H", "H", "H", "H", "H", "H", "H", "C", "N", "O", "O", "H", "H", "H", "C", "N", "O", "O", "H", "H", "H"], "xyz": [[2.413799, 2.728100, 1.732841], [0.993566, 2.343815, 1.801944], [2.769544, 3.060340, 0.757560], [2.645395, 3.548176, 2.412497], [3.057935, 1.904909, 2.041959], [0.825204, 2.075348, 2.708141], [0.217937, -0.741979, 0.035275], [-0.803094, -1.766554, 0.156320], [-0.078690, 0.265974, 0.325334], [1.200760, -0.892761, 0.481853], [0.316304, -0.643684, -1.045823], [-0.301317, -2.583758, 0.111536], [-1.313004, -0.727150, 3.345391], [-0.470753, 0.413850, 3.503305], [-1.664306, -1.006039, 4.338830], [-2.211361, -0.527492, 2.761272], [-0.656092, -1.479843, 2.909455], [0.167609, 0.438001, 4.219907], [0.952673, 3.900736, -4.242489], [1.366394, 3.308822, -2.968675], [2.080175, 2.054144, -2.993118], [2.264006, 4.405517, -2.036523], [1.619312, 5.669798, -1.832167], [2.649220, 6.654412, -1.342869], [-0.075865, 2.992372, -1.828982], [0.799548, 5.586865, -1.118574], [1.162461, 5.925793, -2.788120], [2.918622, 6.485866, -0.300221], [2.339470, 7.697881, -1.400415], [3.549660, 6.606224, -1.955225], [-0.726033, 2.236298, -2.269129], [-0.689138, 3.879374, -1.670246], [0.309771, 2.531609, -0.919537], [1.799104, -2.675558, -3.343229], [1.946729, -3.434986, -2.023579], [2.718618, -2.754559, -0.951559], [0.406317, -3.995558, -1.467619], [-0.480223, -4.241615, -2.495928], [-1.777451, -4.939342, -2.031517], [2.851217, -5.087019, -2.295895], [-0.055845, -4.792392, -3.335365], [-0.806494, -3.268908, -2.864028], [-2.275213, -4.515834, -1.159178], [-1.367878, -5.913732, -1.765248], [-2.534631, -5.103673, -2.798177], [2.356846, -5.970177, -1.891279], [3.900996, -4.954868, -2.033963], [2.695566, -5.255801, -3.361442], [-2.108186, 4.849993, 0.154039], [-2.979189, 4.285062, 1.174980], [-3.107528, 4.842056, 2.506492], [-4.535696, 4.237863, 0.503588], [-4.582968, 4.162438, -0.852269], [-6.032311, 3.676431, -1.112696], [-2.589822, 2.524318, 1.439476], [-3.885875, 3.398809, -1.197275], [-4.401399, 5.059708, -1.443923], [-6.785071, 4.407680, -0.818204], [-6.378138, 2.778806, -0.600078], [-6.192315, 3.463589, -2.169674], [-1.768364, 2.352684, 2.135070], [-2.297648, 2.180165, 0.447356], [-3.458355, 1.915356, 1.690326], [2.408247, -2.304998, 5.176355], [2.534922, -2.959344, 3.868983], [3.501211, -4.046789, 3.635331], [1.019188, -3.456992, 3.431015], [0.713664, -4.863272, 3.312073], [-0.549445, -5.164458, 2.471760], [2.766427, -1.638336, 2.579812], [0.599648, -5.275375, 4.314704], [1.550182, -5.350550, 2.811158], [-0.412536, -4.928208, 1.416515], [-1.306541, -4.577626, 2.991881], [-0.706836, -6.235708, 2.597233], [2.512263, -2.166726, 1.660950], [3.811080, -1.339074, 2.664997], [2.116894, -0.818052, 2.885312], [4.547257, -0.405322, -2.001592], [4.632651, -0.490262, -0.499410], [3.611229, -0.119099, 0.049709], [5.608349, -0.922585, 0.137972], [4.098250, 0.506511, -2.395366], [4.040909, -1.321119, -2.306570], [5.585533, -0.473496, -2.326295], [-3.833616, -1.278235, -1.320664], [-4.374485, -0.068596, -0.664504], [-3.968122, 1.016926, -1.043882], [-5.254283, -0.251946, 0.188021], [-2.797452, -1.087570, -1.600153], [-4.321057, -1.393086, -2.288817], [-4.038040, -2.162509, -0.717035]], "forces_ev_per_a": [[-0.598, -0.278, 0.802], [1.877, 0.800, -0.816], [-0.792, -0.265, -0.294], [-0.275, 0.202, 0.162], [-0.057, -0.270, -0.123], [-0.216, -0.192, -0.033], [-0.559, 0.454, -1.578], [0.905, 0.652, 1.087], [-0.709, -0.363, 0.624], [-0.284, -0.603, 0.117], [0.752, 0.165, -0.228], [-0.183, -0.231, -0.042], [1.027, -0.275, 1.195], [-0.184, 1.808, -0.886], [-0.033, -0.482, 0.019], [0.488, 0.391, -0.355], [-0.754, -0.482, -0.116], [-0.505, -0.964, 0.296], [0.755, -0.319, 2.071], [-1.365, -0.128, 0.743], [0.370, 1.181, 0.043], [-0.778, -1.931, -1.167], [-0.601, 0.320, -0.369], [0.529, 0.341, -0.061], [0.455, 0.122, -0.855], [0.031, -0.234, 0.191], [0.147, 0.497, -0.047], [0.040, -0.232, -0.048], [-0.481, -0.100, -0.079], [0.065, -0.207, 0.025], [0.213, 0.025, -0.509], [0.329, 0.047, 0.171], [0.250, 0.479, 0.084], [0.164, -2.856, 4.283], [0.906, 1.412, -1.349], [-2.460, -1.684, -1.783], [3.849, 0.703, 1.014], [-3.255, 1.442, -2.097], [1.460, -1.046, 0.693], [-1.373, 0.844, -1.105], [0.244, -0.161, 0.114], [0.253, 0.112, -0.435], [0.312, 0.332, -0.080], [-0.690, -0.498, 0.396], [0.398, 0.356, -0.294], [0.025, 0.519, 0.895], [-0.325, 0.067, 0.091], [0.508, 0.311, -0.211], [-0.608, -0.258, 1.093], [-1.123, -1.155, 0.430], [-0.034, 0.274, -1.425], [2.891, 1.175, 3.956], [-1.746, -2.109, -2.710], [-0.333, 0.052, -0.606], [-0.032, 0.131, -1.320], [-0.115, -0.169, -0.229], [0.112, 0.517, 0.568], [0.217, 0.549, -0.043], [0.940, -0.230, 0.218], [0.154, 0.126, -0.153], [-0.077, 0.597, 0.065], [0.003, -0.199, -0.041], [-0.250, 0.494, 0.113], [0.300, -1.294, -1.826], [0.110, 0.404, -0.074], [-1.715, 1.599, 0.573], [0.771, 0.366, 0.081], [0.580, -0.741, -0.726], [1.071, 0.904, 1.403], [-0.138, -1.507, 1.573], [-0.011, 0.001, -0.001], [0.259, -0.014, 0.296], [-0.204, 0.202, 0.153], [-0.627, -0.211, -0.709], [-0.277, 0.056, -0.071], [0.158, 0.546, -0.094], [-0.068, -0.154, -0.248], [-0.168, -0.155, -0.409], [1.892, -0.851, -0.033], [-0.631, 0.359, 1.256], [0.291, 0.034, 0.078], [-1.021, 0.489, -1.836], [-0.348, -0.146, 0.691], [-0.219, 0.351, 0.017], [-0.048, 0.011, -0.170], [-0.354, 1.110, -0.276], [1.535, -5.104, -0.761], [1.652, 4.658, -1.692], [-2.714, -0.201, 2.511], [0.245, -0.273, 0.532], [-0.524, -0.188, -0.387], [0.331, 0.168, 0.075]]}

=====

# 6
{"formula": "C15H18Cl2MoN2O2SSi", "method": "the ωB97M-V functional and the def2-TZVPD basis", "multiplicity": 3, "total_charge": 2, "e_homo_ev": [-15.2, -15.2], "symbols": ["Mo", "Cl", "C", "C", "C", "C", "C", "Cl", "C", "S", "H", "H", "H", "N", "C", "O", "C", "C", "C", "N", "C", "C", "H", "H", "H", "H", "H", "H", "C", "Si", "C", "C", "O", "H", "H", "H", "H", "H", "H", "H", "H", "H"], "xyz": [[-0.184907, -0.299131, 0.073606], [-1.274926, -1.840250, 1.812678], [-0.147025, -3.151410, 2.118144], [-0.461665, -4.079654, 3.080405], [0.455052, -5.102965, 3.305248], [1.636023, -5.177329, 2.585847], [1.928714, -4.227196, 1.616985], [3.391925, -4.334101, 0.733704], [1.024732, -3.187048, 1.366063], [1.347750, -2.012301, 0.119839], [-1.383339, -4.017918, 3.641371], [0.238978, -5.850258, 4.056250], [2.342871, -5.974437, 2.768634], [2.776725, 2.340017, -5.922166], [3.142753, 2.455629, -4.634414], [4.105822, 3.071327, -4.243473], [2.275305, 1.756999, -3.588015], [2.686847, 1.919062, -2.267156], [1.978701, 1.314144, -1.260305], [0.878912, 0.564634, -1.513938], [0.475032, 0.404740, -2.792766], [1.146150, 0.984703, -3.845017], [3.348853, 2.803441, -6.611383], [1.969889, 1.838731, -6.242029], [3.566269, 2.514491, -2.061322], [2.280305, 1.405730, -0.223738], [-0.400764, -0.210926, -2.958832], [0.772212, 0.810656, -4.843429], [-4.119255, 0.556961, 1.556777], [-2.645764, 1.664722, 1.673725], [-2.803994, 3.282289, 0.806629], [-1.872528, 1.741451, 3.348168], [-1.413338, 0.827277, 0.668131], [-4.957866, 1.020663, 2.081872], [-3.949193, -0.413492, 2.025387], [-4.432058, 0.399820, 0.523318], [-3.537933, 3.903821, 1.324859], [-3.147505, 3.157051, -0.221095], [-1.858606, 3.826722, 0.801630], [-2.548653, 2.269362, 4.025609], [-0.930782, 2.292456, 3.339768], [-1.699720, 0.751516, 3.774431]], "forces_ev_per_a": [[-0.092, -0.003, 0.004], [-0.009, 0.011, -0.022], [0.065, -0.046, -0.007], [-0.020, 0.025, -0.005], [0.015, 0.009, -0.015], [-0.009, 0.010, -0.002], [-0.015, -0.013, 0.018], [-0.001, 0.001, 0.000], [-0.017, 0.017, 0.005], [0.004, 0.014, 0.032], [0.000, -0.001, 0.001], [-0.001, 0.000, 0.000], [0.001, 0.000, -0.001], [0.001, -0.004, -0.007], [-0.016, 0.021, 0.010], [0.007, -0.008, 0.011], [0.001, -0.011, 0.002], [0.000, 0.000, 0.006], [0.019, 0.010, 0.000], [0.014, 0.004, -0.007], [-0.012, -0.010, -0.024], [-0.001, -0.006, 0.011], [0.001, 0.001, -0.005], [-0.004, -0.003, -0.001], [-0.004, -0.001, 0.002], [-0.001, 0.005, -0.007], [0.002, 0.008, 0.001], [-0.004, -0.001, 0.000], [0.032, -0.002, -0.027], [-0.076, 0.025, 0.081], [0.031, -0.023, -0.027], [0.000, -0.002, -0.010], [0.121, -0.062, -0.048], [-0.005, 0.011, 0.010], [-0.014, -0.015, 0.008], [-0.002, 0.003, 0.000], [-0.008, -0.003, 0.016], [-0.001, 0.011, -0.002], [-0.007, 0.017, -0.007], [0.000, 0.001, 0.010], [0.003, 0.001, 0.000], [0.001, 0.005, -0.004]]}

=====

For the records above, the corresponding max |F| values read 9.6; 0.3; 3.9; 3.0; 5.4; 0.1 eV/Å.